Entry 1:
{
  "formula": "C14H18BiI2O4SY",
  "method": "wB97M-V/def2-TZVPD",
  "elements": ["C", "C", "C", "C", "Y", "C", "H", "S", "O", "H", "C", "C", "H", "H", "H", "H", "H", "H", "H", "H", "C", "I", "Bi", "C", "I", "H", "C", "H", "C", "C", "H", "H", "H", "H", "H", "C", "H", "O", "O", "C", "O"],
  "positions_angstrom": [[0.11502, -0.27779, 2.68125], [1.64499, 0.99897, -3.72965], [0.80738, 1.22166, 4.49299], [0.75700, -0.14803, -3.25348], [1.01177, 1.03347, 0.71205], [-1.94259, -3.31276, 1.74835], [0.76465, -1.27333, -5.10670], [1.34150, -0.52456, -1.49082], [-1.22955, 3.61993, 2.20953], [-1.34993, -0.45299, -2.72983], [-1.47094, 1.43718, -0.15948], [-0.70901, 0.25118, -3.27341], [1.85989, -1.31458, 4.47170], [0.42924, -2.27418, -3.66616], [2.70550, 0.73972, -3.62962], [1.86691, 1.17347, 4.20998], [-1.88979, -0.92352, 4.37082], [1.43735, 1.21868, -4.78407], [0.83830, -1.09981, 5.90810], [0.72702, 1.40379, 5.57430], [-0.54116, 2.80222, 1.78191], [2.95667, 3.47244, 1.37071], [-0.20658, -2.21789, -0.04722], [1.01909, -1.42849, -4.04731], [3.65800, 0.36166, 1.86450], [0.31700, -2.19710, 4.61923], [0.82382, -1.24911, 4.82254], [2.08126, -1.69941, -3.98349], [-2.52766, -1.39524, -0.76445], [-1.35219, -0.00137, 4.60570], [-1.86096, 0.83146, 4.11087], [0.35129, 2.06122, 3.95310], [-1.38948, 0.15742, 5.68955], [-1.04237, 0.28516, -4.32161], [1.45085, 1.90909, -3.14932], [-0.04807, -0.83311, 1.56670], [-0.84572, 1.24529, -2.83474], [-2.58866, 1.46789, -0.43349], [-3.60099, -1.39634, -1.16606], [0.09882, -0.09254, 4.12868], [-2.55370, -3.81876, 2.56336]],
  "lowdin_charge": [-0.157, -0.079, -0.033, -0.848, 0.593, -0.051, 0.128, 0.507, 0.223, 0.038, -0.029, -0.087, 0.092, 0.087, 0.103, 0.041, 0.101, 0.132, 0.134, 0.135, -0.079, 0.629, 1.590, -0.084, 0.633, 0.107, 0.013, 0.104, -0.073, 0.013, 0.100, 0.056, 0.133, 0.135, 0.086, -0.492, 0.078, 0.190, 0.244, -0.609, 0.194],
  "charge": 4,
  "e_lumo_ev": [-16.6670, -16.6608],
  "e_above_lowest_ev": 0.000,
  "largest_force_ev_per_a": 5.2,
  "energy_ev": -56872.60129
}

Entry 2:
{
  "formula": "C7H13N",
  "method": "wB97M-V/def2-TZVPD",
  "elements": ["H", "C", "H", "C", "H", "C", "H", "C", "H", "C", "H", "H", "N", "H", "C", "H", "C", "H", "H", "H", "H"],
  "positions_angstrom": [[-0.75586, -2.04134, -1.30746], [2.11490, -0.95834, -1.68338], [1.05325, 0.80639, 0.92312], [-1.02396, -0.73153, 0.27694], [1.01447, 3.28366, 0.85475], [0.25763, 1.43432, 0.52069], [-1.38497, 0.78947, 1.76807], [1.16867, -1.31879, -0.82717], [-1.57031, -2.72884, 0.69035], [-1.06833, 0.71562, 0.72966], [-2.17435, -1.52598, 1.89879], [3.16309, -1.11620, -1.46584], [0.28602, 2.71135, 1.27193], [-0.57499, 3.21026, 1.04532], [-0.31172, -1.09589, -0.99804], [1.86256, -0.45196, -2.60491], [-1.60245, -1.68288, 0.99648], [0.41697, 1.59964, -0.55003], [1.45678, -1.74476, 0.13162], [-0.48719, -0.38129, -1.79866], [-1.84022, 1.22712, 0.12778]],
  "lowdin_charge": [0.111, -0.005, 0.109, -0.330, 0.059, -0.293, 0.113, -0.194, 0.066, -0.170, 0.060, 0.052, -0.015, 0.061, -0.183, 0.057, 0.046, 0.108, 0.107, 0.117, 0.123],
  "e_lumo_ev": 1.0146,
  "e_above_lowest_ev": 1.376,
  "smiles": "C=CCC(=C)CCN",
  "largest_force_ev_per_a": 0.8,
  "energy_ev": -8958.55663
}

Entry 3:
{
  "formula": "CHClF2O",
  "method": "wB97M-V/def2-TZVPD",
  "elements": ["F", "C", "F", "Cl", "O", "H"],
  "positions_angstrom": [[1.13683, 0.16216, 1.07346], [0.46532, -0.96710, 0.90263], [-0.41713, -0.87649, 1.89010], [-0.46683, -0.72596, -1.31278], [-0.00159, 0.86897, -1.41562], [-0.71660, 1.53842, -1.13780]],
  "lowdin_charge": [0.010, -0.260, 0.012, 0.697, -0.558, 0.099],
  "e_lumo_ev": -0.3825,
  "e_above_lowest_ev": 5.165,
  "largest_force_ev_per_a": 2.9,
  "energy_ev": -21053.26568
}

Entry 4:
{
  "formula": "C42H50As2BF9LiN3O9SbSe",
  "method": "wB97M-V/def2-TZVPD",
  "elements": ["H", "C", "C", "C", "H", "C", "H", "C", "As", "O", "N", "C", "C", "H", "H", "C", "H", "Sb", "C", "C", "F", "O", "F", "F", "H", "H", "As", "C", "C", "C", "H", "H", "C", "C", "O", "C", "C", "H", "C", "H", "H", "H", "C", "H", "C", "H", "H", "H", "H", "F", "H", "H", "C", "C", "F", "H", "C", "C", "C", "C", "H", "H", "C", "H", "C", "F", "H", "H", "H", "F", "H", "H", "H", "F", "C", "C", "O", "C", "C", "H", "H", "H", "O", "C", "C", "Se", "F", "C", "H", "H", "C", "O", "N", "O", "H", "H", "H", "H", "N", "O", "H", "H", "C", "Li", "B", "H", "H", "H", "C", "C", "H", "C", "H", "C", "C", "O", "H", "H", "H"],
  "positions_angstrom": [[4.32707, -5.34804, 1.31085], [3.29560, -5.14360, 1.56612], [3.44109, 2.35333, 1.61538], [6.16448, 1.33754, -1.15234], [-4.67376, -4.85197, 0.05300], [-0.78591, 0.85671, 5.17064], [-5.79366, -0.58781, -2.08179], [2.56331, 1.33397, 1.41226], [1.80617, 1.02893, -0.38182], [6.21761, 2.34533, -2.03433], [0.06182, -1.84178, 0.25397], [-5.69992, -3.39621, -2.04604], [1.31220, -5.69827, 2.81297], [3.03421, 1.01804, -5.09130], [-4.33095, 0.17882, 0.15990], [3.70424, 0.99893, -1.05461], [-4.03741, -2.79586, -3.26724], [-3.07552, -1.90969, -0.94261], [3.13503, 3.72842, 1.21156], [-5.22400, -1.05768, -2.88863], [-1.51483, -2.34453, -3.72945], [2.85385, -1.03528, 1.40819], [-0.40555, -0.73367, -4.92516], [-2.55791, 2.92643, 2.82112], [3.72094, 6.28760, 0.92099], [-5.90008, -1.20047, -3.73830], [5.21307, 1.53759, 1.49962], [-2.62072, 1.92687, 6.27668], [-5.68142, -1.28927, 0.91012], [2.86361, 0.00977, 2.02482], [3.14375, -3.41879, 0.28359], [-0.38380, -4.41741, 2.49168], [-1.87981, 2.25298, -0.63767], [1.31470, -3.81583, 1.32346], [2.57108, 0.79227, -3.08279], [-3.24152, 4.86763, -2.98286], [-2.01103, -4.74492, -0.86069], [-1.14094, -4.24248, -1.28990], [-2.18693, 2.31973, 3.95694], [-2.56626, 2.54970, -4.35874], [4.74181, 5.95202, -0.50796], [-1.66672, -5.65555, -0.35716], [-1.53670, 1.06835, 6.30924], [0.76707, 3.34017, -0.26632], [0.62792, -2.71597, 0.73046], [-1.66918, 0.49133, -3.36889], [-4.43655, -0.36463, -3.19710], [6.54946, 3.54347, 2.33401], [0.79972, -6.33264, 3.52423], [-3.34058, 2.15218, 7.38203], [0.87457, 2.75750, -1.94655], [-6.34487, -1.23942, 0.04440], [-3.92111, -4.54139, 0.77783], [0.64684, -4.62951, 2.23873], [-1.23123, 0.44247, 7.45560], [-2.66168, -5.04429, -1.68673], [3.75445, 0.58722, -2.48927], [3.27122, -1.19237, 3.97417], [-3.38768, -0.78997, 1.82704], [-2.41292, 3.44581, -1.10175], [6.46369, 3.62223, 0.56270], [-5.70078, -2.30915, 1.29443], [-4.62652, -2.39001, -2.44215], [3.15324, -6.78908, 2.93432], [3.86879, 5.63661, 0.05883], [-3.99739, 3.38174, 5.04619], [2.30081, 3.44616, -1.16104], [-6.10398, -0.64005, 1.68614], [-3.79060, -0.09551, 2.57171], [0.71372, -2.62818, -4.25384], [-6.18799, -3.12202, -1.10947], [4.04642, -1.78252, 3.48429], [2.83741, -0.65972, -4.54249], [0.10429, -1.04587, -2.69006], [2.64248, -4.07136, 0.98482], [-1.88023, 1.34447, -2.73799], [7.11973, 0.66348, -0.84981], [-2.94472, 2.55355, 5.08623], [2.45912, 0.35530, -4.44333], [7.84396, 1.51635, -3.01905], [3.54220, -0.97777, 5.00331], [7.54332, 2.45033, 1.35675], [-2.96000, 5.94886, -2.50781], [2.63473, -5.95517, 2.47887], [4.85953, 1.27541, -0.43970], [-0.02345, 1.21439, 2.41628], [0.25108, 0.01358, 5.26049], [-2.75292, -3.82794, 0.11023], [-4.40089, -3.91331, 1.52770], [-4.54202, 5.56134, -4.38992], [-2.40924, 2.49833, -3.28926], [4.12180, 4.29911, 0.46718], [-4.09519, 4.73423, -4.03669], [2.14790, 4.34800, 1.51210], [-1.64594, 2.12563, 0.41640], [-3.33141, -1.78017, 2.29063], [-2.05597, -3.51098, 0.89111], [-4.42262, 3.83745, -4.34318], [-1.61069, 1.21766, -1.43631], [3.11962, 0.07180, 3.33416], [-5.27572, -4.39485, -1.93477], [2.32686, -1.73744, 3.93567], [7.45132, 2.49037, -2.73423], [-0.42543, -0.48742, -1.12086], [-0.27529, -1.72079, -3.94208], [-2.36764, -0.47196, 1.60082], [-3.56189, -5.44382, 1.28811], [7.23281, 3.08707, -3.61524], [-1.07035, 1.47872, 3.95259], [6.58229, 2.96039, 1.41430], [2.97738, 5.68887, -0.56823], [1.40481, 2.84976, -0.99918], [-2.60757, 4.26441, -0.42234], [-4.26589, -0.83222, 0.57788], [-2.68665, 3.57764, -2.45482], [4.69814, 0.08817, -3.05354], [1.40448, 0.38497, -4.69129], [8.18354, 3.00072, -2.10631], [-6.47225, -3.45163, -2.82282]],
  "lowdin_charge": [0.107, -0.066, -0.301, -0.580, 0.052, -0.259, 0.059, -0.498, 1.302, -0.036, 0.141, -0.149, -0.077, 0.098, 0.068, -0.215, 0.067, 1.554, -0.551, -0.165, 0.076, 0.029, 0.103, 0.059, 0.095, 0.072, 1.376, -0.156, -0.149, -0.702, 0.123, 0.116, -0.142, -0.206, -0.094, -0.500, -0.161, 0.059, -0.268, 0.115, 0.091, 0.071, -0.155, 0.026, -0.139, 0.094, 0.053, 0.025, 0.104, 0.101, 0.024, 0.048, -0.140, -0.021, 0.098, 0.070, -0.506, -0.039, -0.169, 0.023, 0.014, 0.052, -0.556, 0.102, -0.053, 0.101, 0.029, 0.075, 0.075, 0.147, 0.053, 0.093, 0.103, -0.054, -0.017, -0.132, 0.089, -0.157, -0.015, 0.096, 0.093, 0.018, 0.068, -0.081, -0.245, 0.822, 0.066, -0.567, 0.047, 0.108, -0.002, -0.106, 0.167, 0.106, 0.033, 0.068, 0.037, 0.093, 0.001, -0.088, 0.054, 0.095, -0.040, 0.396, -1.256, 0.013, 0.072, 0.091, -0.514, -0.289, 0.092, -0.257, 0.127, -0.558, -0.133, 0.125, 0.078, 0.093, 0.071],
  "charge": -1,
  "e_lumo_ev": 1.6861,
  "largest_force_ev_per_a": 0.7,
  "energy_ev": -286171.02515
}

Entry 5:
{
  "formula": "C9H15N4O2SSe2Y",
  "method": "wB97M-V/def2-TZVPD",
  "elements": ["H", "H", "H", "H", "S", "Se", "C", "H", "C", "C", "H", "H", "O", "C", "H", "H", "H", "N", "C", "C", "H", "O", "Se", "C", "H", "N", "H", "N", "C", "C", "N", "H", "Y", "H"],
  "positions_angstrom": [[1.00968, -5.11064, 2.73522], [-3.76917, 4.10485, 2.01714], [1.09858, -3.67854, 3.76423], [-0.91275, 1.98882, 3.35475], [-0.44786, -2.14422, -0.39202], [-2.00298, 1.09353, -1.21053], [0.05601, 1.59540, 1.48172], [-1.65786, 3.56620, 0.86411], [2.41603, -3.58137, 2.00923], [-1.66888, 3.46173, 1.95059], [-1.07961, 4.26351, 2.39240], [-4.06437, 1.46676, 3.02716], [0.66782, 2.36142, 0.68823], [-1.11457, 2.09345, 2.28631], [3.06799, -4.41925, 1.78334], [-2.16386, 1.06499, 0.77966], [-3.11744, 3.56248, 3.56513], [0.09101, -3.37439, 1.93703], [3.45212, -0.50634, -0.56074], [-3.54666, 1.93601, 2.19450], [-2.19519, 0.26922, 2.32135], [0.28573, 0.34927, 1.52264], [4.89034, -1.17734, 0.29165], [-3.10350, 3.38240, 2.48747], [-0.89619, -3.54301, 2.02308], [1.88373, -2.99415, 0.78145], [2.47301, -2.51749, 0.11704], [-2.26943, 1.19463, 1.91231], [0.56592, -2.84225, 0.79451], [1.12789, -4.02904, 2.73676], [2.51753, -0.09512, -1.14412], [-4.15190, 1.84945, 1.29523], [0.44064, 0.54471, -0.83987], [2.98245, -2.84270, 2.56895]],
  "lowdin_charge": [0.114, 0.116, 0.112, 0.168, 0.561, -0.071, -0.685, 0.110, -0.127, -0.126, 0.130, 0.119, -0.079, -0.201, 0.118, -0.085, 0.111, 0.017, -0.909, -0.115, 0.163, -0.119, 0.534, -0.144, 0.131, 0.039, 0.049, 0.001, -0.821, -0.119, -0.118, 0.112, 0.912, 0.103],
  "e_lumo_ev": 0.1007,
  "e_above_lowest_ev": 0.626,
  "largest_force_ev_per_a": 1.8,
  "energy_ev": -162206.69890
}

Entry 6:
{
  "formula": "C3H6ClN",
  "method": "wB97M-V/def2-TZVPD",
  "elements": ["C", "C", "H", "H", "H", "H", "H", "C", "Cl", "H", "N"],
  "positions_angstrom": [[0.12705, 0.39583, -0.41098], [-0.29471, -0.75256, 0.38457], [-1.26729, -1.12031, 0.23034], [1.20664, 0.33389, -0.73729], [-0.51204, 1.51775, -2.12171], [1.67256, -0.79959, 1.24087], [-1.72671, 1.07173, -1.02870], [0.64823, -1.34131, 1.10939], [0.43174, 1.96038, 0.81920], [0.42365, -2.20617, 1.83420], [-0.70913, 0.94036, -1.31990]],
  "lowdin_charge": [-0.662, -0.224, 0.089, 0.117, 0.094, 0.101, 0.133, -0.006, 0.291, 0.088, -0.020],
  "e_lumo_ev": 0.7265,
  "e_above_lowest_ev": 0.601,
  "smiles": "C=C[C@@H](N)Cl",
  "largest_force_ev_per_a": 4.2,
  "energy_ev": -17219.49027
}

Q: What is the formula in the sixth record?
A: C3H6ClN